Record 1
The following is a DFT calculation (wB97M-V/def2-TZVPD) of C38H41Cl2N11O4STl as an isolated structure.

XYZ file:
```
98
Properties=species:S:1:pos:R:3:forces:R:3:mulliken_charge:R:1
Tl -0.4999 0.7225 0.1160 -0.1 0.1 0.0 1.250
N 1.6606 1.7057 4.5362 0.0 0.0 -0.1 -0.465
C 1.5521 1.7483 3.1677 0.0 -0.2 0.0 0.220
S 0.4223 2.8389 2.4825 0.6 0.4 -0.2 -0.480
N 2.4161 0.9377 2.5607 -0.1 0.2 0.0 -0.957
N 2.2656 0.9060 1.2238 -0.1 -0.1 0.0 0.643
C 3.2136 0.3920 0.5219 0.0 -0.1 -0.2 -0.115
C 4.5153 -0.0594 1.0964 0.0 0.0 0.0 0.003
C 5.7164 0.4717 0.6325 0.0 0.0 0.0 -0.169
C 6.9317 0.0715 1.1716 0.0 0.0 0.0 -0.816
C 6.9638 -0.8704 2.1895 0.0 0.0 0.0 -0.496
C 5.7719 -1.3968 2.6709 0.0 0.0 0.0 -0.964
C 4.5598 -0.9888 2.1352 0.0 0.0 0.0 0.261
C 2.9808 0.3083 -0.9491 0.0 0.0 0.2 0.752
C 3.9199 -0.2707 -1.8083 0.0 0.0 0.0 -0.437
C 3.7107 -0.2173 -3.1755 0.0 0.0 0.0 -0.892
C 2.5559 0.3732 -3.6635 0.0 0.0 0.0 -0.769
C 1.6252 0.8333 -2.7406 0.0 0.1 0.0 -0.596
N 1.8325 0.8054 -1.4293 0.0 0.1 0.0 -0.215
H 0.8773 2.0885 5.0359 0.0 0.0 0.0 0.257
H 2.0805 0.8653 4.9046 0.0 0.0 0.0 0.252
H 5.6959 1.2157 -0.1555 0.0 0.0 0.0 0.535
H 7.8535 0.5011 0.7984 0.0 0.0 0.0 0.384
H 7.9101 -1.1837 2.6136 0.0 0.0 0.0 0.372
H 5.7852 -2.1183 3.4793 0.0 0.0 0.0 0.391
H 3.6315 -1.3683 2.5405 0.0 0.0 0.0 0.473
H 4.8103 -0.7338 -1.4073 0.0 0.0 0.0 0.547
H 4.4505 -0.6308 -3.8518 0.0 0.0 0.0 0.383
H 2.3773 0.4812 -4.7267 0.0 0.0 0.0 0.607
H 0.6737 1.2607 -3.0483 0.0 0.0 0.0 0.596
N -2.5214 -0.8804 -1.3152 0.1 0.0 -0.1 0.068
C -2.1957 -0.6161 -2.7178 0.0 0.0 0.1 2.242
C -3.1888 -1.2696 -3.6901 0.0 0.0 0.0 -1.038
C -3.3855 -2.7798 -3.5482 0.0 0.0 0.1 0.418
C -2.2925 -3.6419 -4.1673 0.1 0.0 0.0 -1.174
N -0.9826 -3.5314 -3.5477 0.1 0.0 -0.1 0.313
C 0.1220 -3.0033 -4.1257 -0.1 0.1 0.1 0.382
N -0.0971 -2.1638 -5.2040 0.0 0.0 0.0 -0.504
N 1.2959 -3.3095 -3.6772 0.1 0.0 -0.1 -0.707
C -2.0839 0.9208 -2.9756 0.0 0.1 0.0 -0.022
O -2.6042 1.3460 -4.0180 0.1 0.0 0.0 -0.807
O -1.4305 1.5874 -2.1178 0.0 -0.2 -0.1 -0.695
H -2.3955 -1.8613 -1.0935 0.0 0.1 -0.1 -0.402
H -3.4804 -0.6205 -1.1085 0.0 0.0 0.0 0.304
H -1.1836 -1.0087 -2.8582 0.0 0.0 0.0 -1.452
H -2.9247 -1.0178 -4.7222 0.0 0.0 0.0 0.311
H -4.1472 -0.7690 -3.5256 0.0 0.0 0.0 0.420
H -4.3156 -3.0660 -4.0508 0.0 0.0 0.0 0.468
H -3.5208 -3.0514 -2.4944 0.0 0.0 -0.1 -0.489
H -2.1832 -3.3852 -5.2218 0.0 0.0 0.0 0.523
H -2.5960 -4.6928 -4.1416 0.0 0.0 0.1 0.457
H -0.8022 -4.0526 -2.7038 0.0 0.0 -0.1 -0.308
H -0.9403 -1.6084 -5.1565 0.0 0.0 0.0 0.169
H 0.7073 -1.6061 -5.4399 0.0 0.0 0.0 0.328
H 1.6051 -3.6193 -2.1632 -0.1 0.0 0.0 0.457
H 2.0206 -2.7371 -4.0948 0.0 0.0 0.0 0.157
Cl -3.5302 -1.6811 1.9389 0.0 0.0 0.0 -0.036
C -3.6303 -3.0650 0.9051 -0.1 0.1 0.1 1.128
C -4.8643 -3.4376 0.4002 0.0 0.0 0.0 -0.433
C -4.9638 -4.5482 -0.4214 0.0 0.0 0.0 -0.627
C -3.8211 -5.2505 -0.7694 0.0 0.0 0.0 -0.579
C -2.5886 -4.8406 -0.2897 -0.1 0.0 0.0 1.234
Cl -1.1724 -5.6529 -0.8760 0.1 -0.1 0.1 -0.171
C -2.4550 -3.7622 0.5964 0.1 0.0 0.1 -2.120
N -1.2297 -3.3578 1.1061 0.0 -0.2 0.1 1.417
C -0.3220 -4.1880 1.7819 -0.4 0.1 -0.1 0.158
C -0.7571 -5.2949 2.5061 -0.1 -0.1 0.0 -0.559
C 0.1523 -6.0954 3.1794 0.1 0.1 0.0 -0.787
C 1.5067 -5.7822 3.1570 -0.1 0.0 0.0 -0.813
C 1.9293 -4.6688 2.4436 0.0 0.0 0.0 -0.741
C 1.0344 -3.8688 1.7441 0.2 0.0 0.1 0.115
C 1.5079 -2.6752 0.9640 0.1 0.1 0.0 1.111
C 1.1385 -2.7673 -0.5032 -0.1 0.1 0.0 -1.254
O 1.8285 -3.6774 -1.1540 0.1 0.0 0.0 -0.702
O 0.2732 -2.0723 -1.0022 0.1 0.0 -0.1 0.460
H -5.7371 -2.8582 0.6687 0.0 0.0 0.0 0.476
H -5.9271 -4.8520 -0.8093 0.0 0.0 0.0 0.391
H -3.8664 -6.0962 -1.4421 0.0 0.0 0.0 0.438
H -1.0197 -2.3706 1.0510 0.0 0.0 0.0 -0.376
H -1.8175 -5.5170 2.5440 0.0 0.0 0.0 0.515
H -0.2021 -6.9554 3.7340 0.0 0.0 0.0 0.380
H 2.2256 -6.3962 3.6842 0.0 0.0 0.0 0.415
H 2.9837 -4.4151 2.4097 0.0 0.0 0.0 0.521
H 2.5929 -2.6139 1.0328 0.0 0.0 0.0 0.618
H 1.0964 -1.7399 1.3566 0.0 0.0 0.0 -1.013
N -2.3090 1.6218 3.4527 -0.5 -0.5 0.2 -0.127
C -1.9207 0.4466 4.0496 -0.2 0.5 -0.3 0.071
C -2.6252 -0.1108 5.1311 0.0 -0.1 0.1 -0.821
C -2.1858 -1.3068 5.6568 0.0 0.0 0.0 -0.483
C -1.0591 -1.9240 5.1191 0.0 0.0 0.0 -0.881
C -0.4382 -1.2911 4.0564 -0.1 0.0 0.0 -0.317
N -0.8563 -0.1487 3.5165 0.3 -0.4 0.0 0.654
H -2.9482 2.2079 3.9598 0.0 0.0 0.1 0.218
H -1.5804 2.1103 2.9336 0.1 -0.1 0.1 -0.077
H -3.4930 0.3973 5.5342 0.0 0.0 0.0 0.397
H -2.7157 -1.7572 6.4880 0.0 0.0 0.0 0.365
H -0.6783 -2.8621 5.4993 0.0 0.0 0.0 0.517
H 0.4533 -1.7242 3.6121 0.0 0.0 0.0 0.345
```
Forces are in eV/Å.

Output
Net charge: -1
2S+1: 1

Record 2
The following is a DFT calculation (wB97M-V/def2-TZVPD) of a 5-piece molecular cluster, C38H41F3N4O12P overall at a distorted geometry.

XYZ file:
```
99
Properties=species:S:1:pos:R:3:forces:R:3:mulliken_charge:R:1
C 3.8267 -2.0071 2.0776 2.0 4.8 -3.9 -0.172
C 4.2107 -0.9739 1.3547 -1.5 -4.6 3.0 -0.587
C 4.7395 0.3446 0.5787 0.3 -1.0 1.6 -0.229
C 3.9096 1.6203 1.1264 0.7 0.1 0.3 -0.037
C 3.4565 2.6809 0.0010 1.8 0.9 0.4 -0.957
N 2.1305 2.4136 -0.6385 1.6 0.4 -1.8 0.488
C 2.0956 1.8694 -2.0024 -2.7 -1.1 4.7 -0.569
N 2.5524 2.4192 -3.1311 -0.2 -0.3 0.7 -0.100
N 1.3589 0.5677 -1.8028 1.1 2.1 -0.6 0.906
C 2.4598 -0.4547 -1.9204 0.9 -1.3 -0.9 -0.330
C 2.2241 -1.5536 -3.1045 0.7 -0.3 1.3 -0.019
O 3.0985 -1.1866 -4.2317 -0.1 -0.2 1.4 -0.582
C 0.6746 -1.7246 -3.5137 0.7 -0.9 -0.8 -0.649
N 0.1496 -0.6739 -4.4387 0.5 -0.2 1.2 -0.330
C 0.6136 0.6086 -0.4833 -0.8 -0.3 1.7 -0.582
C -0.9380 0.1844 -0.6036 0.2 -0.5 -0.6 -0.778
C -1.7878 0.4244 0.7499 -0.7 -0.2 -0.8 -0.220
C -2.7304 -0.8833 0.9629 0.0 -0.4 -0.4 0.571
F -3.4000 -1.2321 -0.2805 1.6 0.9 3.6 -0.240
F -1.9102 -2.0291 1.3025 -2.5 2.9 -0.6 -0.224
F -3.7434 -0.6494 1.9664 3.0 -1.3 -2.7 -0.252
C 0.9714 2.0519 0.2235 -0.4 0.1 -1.5 0.248
P -0.2726 3.4888 -0.1160 -2.5 1.8 -2.8 0.811
O -1.0836 3.2478 -1.4101 2.1 0.1 3.4 -0.669
O -1.2311 3.7959 1.2744 1.9 -0.8 -2.5 -0.511
O 0.6845 4.9093 -0.4056 -1.4 -2.6 0.8 -0.582
H 3.5371 -2.9899 2.6221 0.6 2.4 -1.3 0.414
H 5.8502 0.4694 0.9104 -2.0 -0.2 -0.6 0.408
H 4.7626 0.2275 -0.5624 -0.3 0.0 1.8 0.223
H 4.6347 2.1940 1.8413 -1.6 -1.1 -1.5 0.088
H 3.0668 1.2194 1.7956 1.0 0.8 -1.2 0.400
H 3.5338 3.7377 0.4920 -0.6 -1.8 -1.0 0.254
H 4.2585 2.6793 -0.8466 -1.4 0.0 1.5 0.320
H 3.0349 3.3460 -3.1588 -0.7 -1.2 0.5 0.312
H 2.3850 1.9932 -4.0724 0.1 0.0 1.4 0.314
H 2.6577 -1.0315 -0.9240 -0.5 1.3 -1.6 -0.104
H 3.4182 0.1339 -2.2384 -1.4 -1.4 0.8 0.428
H 2.6662 -2.5535 -2.6932 -1.1 1.6 -0.6 0.323
H 4.0228 -1.2871 -3.8728 -1.4 0.1 -0.8 0.386
H 0.5849 -2.7503 -4.0533 0.2 1.7 1.0 0.384
H 0.0069 -1.7802 -2.5755 1.2 0.2 -1.5 -0.049
H 0.8412 -0.3809 -5.1465 -0.4 -0.2 0.8 0.291
H -0.1702 0.1115 -3.8496 0.3 -0.4 -0.9 0.161
H 1.0499 -0.1560 0.2584 -0.2 1.0 -1.3 0.169
H -1.4267 0.6981 -1.5103 0.7 -0.7 1.6 0.270
H -0.9521 -0.9580 -0.8060 0.2 2.0 0.2 0.377
H -2.5134 1.3093 0.5393 1.2 -1.6 0.7 -0.087
H -1.1175 0.6332 1.6766 -1.4 -0.6 -1.5 0.268
H 1.1070 2.0771 1.3628 0.5 -0.5 -1.9 0.483
H -2.1633 3.4931 1.1437 0.9 0.4 -0.1 0.349
H 0.7672 4.9635 -1.3886 -0.4 -0.1 1.0 0.360
C -2.9202 -1.3200 -6.1394 0.1 -0.2 -0.4 -0.151
C -3.6512 -1.6698 -7.1995 0.3 0.0 0.2 -0.343
C -5.1060 -1.4134 -7.2460 -0.3 -0.2 -0.5 0.274
O -5.7740 -1.7339 -8.2117 0.3 0.1 0.4 -0.541
C -5.7189 -0.7534 -6.0739 0.0 0.2 0.4 -0.376
C -4.9878 -0.4037 -5.0141 -0.3 0.0 -0.1 -0.457
C -3.5333 -0.6602 -4.9680 0.2 0.1 0.3 0.213
O -2.8639 -0.3394 -4.0012 -0.3 0.0 -0.1 -0.359
H -1.8536 -1.5007 -6.0877 0.0 0.1 0.1 0.448
H -3.2175 -2.1533 -8.0662 -0.1 0.0 0.0 0.423
H -6.7854 -0.5724 -6.1248 0.0 0.0 0.0 0.407
H -5.4214 0.0799 -4.1473 0.0 0.0 0.0 0.427
C -7.1960 2.8147 3.2756 -0.3 0.0 0.0 -0.436
C -8.3825 2.4146 2.8147 0.2 0.2 0.2 -0.387
C -8.4886 1.3651 1.7792 -0.6 -0.2 -0.2 0.273
O -9.5702 1.0008 1.3566 0.4 0.1 0.1 -0.531
C -7.2299 0.7756 1.2759 0.4 0.0 0.0 -0.350
C -6.0440 1.1762 1.7373 -0.2 -0.1 -0.3 0.051
C -5.9381 2.2250 2.7721 0.3 0.1 0.2 0.431
O -4.8535 2.5897 3.1947 -0.2 -0.1 -0.2 -0.559
H -7.0999 3.5826 4.0332 0.0 0.0 0.0 0.428
H -9.3136 2.8358 3.1735 0.0 0.0 0.0 0.421
H -7.3255 0.0077 0.5183 0.0 0.0 0.0 0.446
H -5.1146 0.7564 1.3796 -0.2 0.1 0.0 0.210
C -1.1077 -5.4608 2.9327 -0.3 0.0 0.0 -0.320
C -2.2934 -5.8632 2.4723 0.2 0.3 0.2 -0.346
C -2.3977 -6.9109 1.4351 -0.6 -0.2 -0.2 0.346
O -3.4789 -7.2773 1.0130 0.4 0.2 0.2 -0.539
C -1.1380 -7.4962 0.9294 0.4 0.0 0.0 -0.322
C 0.0477 -7.0935 1.3899 -0.2 -0.2 -0.2 -0.360
C 0.1517 -6.0459 2.4269 0.4 0.1 0.2 0.405
O 1.2346 -5.6786 2.8496 -0.3 0.0 -0.2 -0.575
H -1.0130 -4.6940 3.6916 0.0 0.0 0.0 0.430
H -3.2253 -5.4451 2.8327 0.0 0.0 0.0 0.433
H -1.2326 -8.2629 0.1705 0.0 0.0 0.0 0.416
H 0.9797 -7.5114 1.0295 0.0 0.0 0.0 0.422
C 8.5246 2.5881 5.4963 0.1 -0.1 -0.4 -0.378
C 7.9587 2.4787 4.2932 0.2 0.0 0.1 -0.394
C 6.5552 2.8798 4.0672 0.0 0.0 -0.1 0.421
O 6.0360 2.7779 2.9662 0.3 0.1 0.3 -0.522
C 5.8027 3.4082 5.2236 0.0 0.1 0.2 -0.264
C 6.3680 3.5180 6.4270 -0.4 0.1 -0.2 -0.384
C 7.7723 3.1167 6.6537 0.3 0.1 0.6 0.306
O 8.2893 3.2182 7.7500 -0.2 0.0 -0.5 -0.519
H 9.5517 2.2982 5.6798 0.0 0.0 0.0 0.405
H 8.4960 2.0942 3.4349 0.0 0.0 0.0 0.409
H 4.7756 3.6980 5.0397 0.0 0.0 0.0 0.407
H 5.8303 3.9025 7.2850 0.0 0.0 0.0 0.410
```
Forces are in eV/Å.

Output
Net charge: +1
2S+1: 1

These records have HOMO-LUMO gap values of 6.6 7.7 eV, in the order they appear.
These records have E values of -105232.3718 -88026.2720 eV, in the order they appear.
These records have HOMO level values of -4.4 -11.5 eV, in the order they appear.